{
  "formula": "C3H2N2O3",
  "method": "ωB97M-V/def2-TZVPD",
  "homo_lumo_gap_ev": [7.8, 7.8],
  "total_charge": 0,
  "smiles": "O=C1N=NC(O)=C1O",
  "max_force_ev_per_a": 3.6,
  "e_tot_ev": -12261.8852,
  "e_above_lowest_ev": 5.0968,
  "symbols": ["C", "C", "C", "O", "O", "N", "N", "O", "H", "H"],
  "xyz": [[0.467, 0.737, 0.473], [-0.804, -1.103, 0.430], [-0.281, -0.084, -0.363], [1.478, 1.513, 0.044], [-0.658, 0.261, -1.644], [0.304, 0.623, 1.874], [0.042, -0.583, 1.917], [-1.344, -2.158, 0.316], [1.608, 1.357, -0.907], [-0.812, -0.561, -2.139]]
}